1.
{
  "formula": "C54H62GeMgN9",
  "method": "ωB97M-V with the def2-TZVPD basis set",
  "species": ["Ge", "Mg", "N", "N", "N", "N", "N", "N", "N", "N", "N", "C", "C", "C", "C", "C", "C", "C", "C", "C", "C", "C", "C", "C", "C", "C", "C", "C", "C", "C", "C", "C", "C", "C", "C", "C", "C", "C", "C", "C", "C", "C", "C", "C", "C", "C", "C", "C", "C", "C", "C", "C", "C", "C", "C", "C", "C", "C", "C", "C", "C", "C", "C", "C", "C", "H", "H", "H", "H", "H", "H", "H", "H", "H", "H", "H", "H", "H", "H", "H", "H", "H", "H", "H", "H", "H", "H", "H", "H", "H", "H", "H", "H", "H", "H", "H", "H", "H", "H", "H", "H", "H", "H", "H", "H", "H", "H", "H", "H", "H", "H", "H", "H", "H", "H", "H", "H", "H", "H", "H", "H", "H", "H", "H", "H", "H", "H"],
  "coordinates": [[1.7848, -0.0459, -2.1114], [-0.4260, -0.3516, 0.7043], [-0.3291, -0.3005, 2.8048], [-1.4135, -0.6614, -1.1238], [3.9051, 1.8636, 3.1768], [-1.3671, 1.4992, 0.7841], [-0.2293, -2.4161, 0.8311], [3.2682, 0.9757, 2.3222], [2.2190, 1.3109, 1.6499], [3.6545, -0.2715, 2.2048], [1.8548, 0.2080, 1.0189], [1.0736, -5.5287, 2.4452], [5.6619, 1.0291, -0.8126], [0.2077, 1.5740, 5.9947], [-1.2952, 2.3752, 1.8233], [-1.5027, -1.8240, -1.8257], [0.1098, -2.3325, 6.7792], [1.4592, 3.3205, -6.5820], [-1.0131, -3.0522, -1.3885], [0.0594, -4.6310, 0.2578], [-1.9612, 2.1603, -0.2438], [-1.9866, 0.3041, -1.9003], [-1.8451, 3.6574, 1.4328], [1.4225, 2.2987, -3.9559], [-2.2639, 3.5213, 0.1437], [-4.4773, 4.2939, -0.7754], [1.9495, 1.5413, -5.0333], [-0.3834, 0.8296, 3.5573], [5.8232, -1.2335, -1.5959], [-1.4197, -6.5025, -0.5584], [-0.4118, -3.3253, -0.1656], [0.0103, -6.1361, 3.3632], [-1.1380, 1.7418, 6.7034], [-2.2188, 1.6109, -1.4961], [-2.5046, -2.6410, -4.1165], [4.4712, -1.2148, -1.9175], [0.5271, 3.9682, -1.8854], [0.5110, 4.4295, -3.1651], [0.9611, 3.6075, -4.2310], [0.1523, 0.5756, 4.8827], [-2.1617, -1.5952, -3.0969], [-0.0209, -5.8810, -0.5610], [0.3051, -3.0926, 1.8861], [4.3139, 1.0438, -1.1359], [0.2467, -1.2561, 3.5749], [-2.9651, 4.5233, -0.7176], [0.5514, -0.7254, 4.8925], [-1.9253, 4.8657, 2.3130], [1.3697, 1.7999, -2.6140], [3.6962, -0.0761, -1.6994], [0.5441, -2.5483, 3.1439], [-3.1772, 4.8745, 3.1932], [-3.1118, 0.4902, -4.2563], [6.4204, -0.1124, -1.0414], [-1.4104, -2.8755, -5.1588], [0.9787, 4.0900, -5.5633], [0.5170, -4.4837, 1.5300], [1.9664, 2.0325, -6.3069], [-4.6166, 0.6435, -4.0260], [1.1494, -1.5059, 6.0193], [-2.4333, -0.2636, -3.1556], [1.4475, -1.3843, -3.4929], [0.9418, 2.6409, -1.6193], [2.7376, -0.7338, 1.3643], [-0.8289, 2.0636, 3.0992], [-0.8178, 2.8753, 3.8166], [2.3696, 0.5646, -4.8326], [-2.9376, -0.0254, -5.2037], [-5.1011, -0.3328, -3.9772], [2.3777, 1.4351, -7.1102], [0.9954, -3.2082, 3.8746], [-0.4779, -5.3619, 3.9566], [0.1944, 4.5939, -1.0675], [-2.5522, 4.4885, -1.7301], [-1.4584, 0.7993, 7.1490], [4.8986, 1.6770, 3.0940], [0.6050, -1.0700, -4.1056], [-1.7223, -6.7643, 0.4561], [1.1982, -2.3412, -3.0375], [3.7346, 1.9451, -0.9632], [1.4685, 3.6996, -7.5956], [-0.6574, -1.6861, 7.2074], [7.4732, -0.1248, -0.7914], [6.4103, -2.1244, -1.7798], [0.6967, -6.6095, -0.1766], [-2.7274, -3.5824, -3.6086], [6.1268, 1.9114, -0.3892], [-1.9105, 5.7652, 1.6928], [0.1637, 5.4312, -3.3905], [-1.1586, -1.9480, -5.6762], [-1.7322, -3.6033, -5.9050], [0.9648, 1.2663, 6.7192], [-0.7631, -6.6364, 2.7792], [-2.1608, -5.8039, -0.9480], [1.5365, -6.3200, 1.8507], [-2.6513, 1.4764, -4.3585], [0.6111, 5.0910, -5.7560], [0.5348, 2.5411, 5.6032], [-1.4488, -7.4069, -1.1672], [-3.1895, 5.7382, 3.8595], [1.6471, -0.8210, 6.7094], [-3.4278, -2.3479, -4.6224], [-2.7650, 5.5289, -0.3390], [-5.0845, 1.2157, -4.8281], [-1.0346, 4.9169, 2.9443], [-4.7032, 3.3015, -1.1676], [-1.9124, 2.0498, 5.9994], [0.5691, -2.8996, 7.5896], [0.8900, 2.2937, -0.5932], [0.4466, -6.8664, 4.0458], [-0.4972, -3.2466, -4.6933], [2.7181, -1.7420, 0.9920], [2.3337, -1.5055, -4.1178], [-4.9158, 4.3590, 0.2210], [-1.1321, -3.8887, -2.0665], [-0.3904, -3.0354, 6.1113], [-1.0794, 2.4896, 7.4951], [-4.8156, 1.1531, -3.0822], [-2.6804, 2.2663, -2.2251], [0.2805, -5.6664, -1.5901], [4.0202, -2.1060, -2.3395], [1.8728, -5.0960, 3.0523], [-3.2280, 3.9716, 3.8032], [1.9286, -2.1686, 5.6335], [-4.0786, 4.9064, 2.5801], [-4.9648, 5.0326, -1.4125], [3.6756, 2.7938, 2.8441]],
  "lowdin_charge": [1.060, 0.605, 0.063, 0.062, 0.143, 0.073, 0.069, -0.274, 0.115, 0.163, -0.023, -0.193, -0.098, -0.194, -0.226, -0.249, -0.081, -0.087, 0.042, -0.129, -0.243, -0.231, -0.129, -0.165, -0.143, -0.078, -0.041, -0.240, -0.091, -0.083, -0.225, -0.081, -0.082, 0.056, -0.186, -0.119, -0.070, -0.033, -0.168, -0.132, -0.132, -0.191, -0.243, -0.132, -0.236, -0.194, -0.130, -0.194, -0.248, -0.334, 0.045, -0.081, -0.190, -0.097, -0.091, -0.042, -0.130, -0.078, -0.083, -0.193, -0.131, -0.247, -0.124, -0.201, 0.053, 0.102, 0.081, 0.106, 0.074, 0.102, 0.103, 0.069, 0.104, 0.101, 0.068, 0.097, 0.010, 0.066, 0.008, 0.091, 0.100, 0.067, 0.099, 0.100, 0.103, 0.106, 0.098, 0.103, 0.111, 0.072, 0.071, 0.103, 0.065, 0.068, 0.104, 0.109, 0.109, 0.106, 0.071, 0.070, 0.103, 0.107, 0.105, 0.071, 0.105, 0.064, 0.068, 0.070, 0.072, 0.071, 0.059, 0.123, 0.022, 0.068, 0.104, 0.068, 0.070, 0.064, 0.110, 0.108, 0.094, 0.106, 0.069, 0.106, 0.066, 0.072, 0.098],
  "e_above_lowest_kj_mol": 0.00,
  "multiplicity": 2,
  "e_lumo_ev": [-0.5302, -0.6628],
  "orbital_gap_ev": [5.792, 5.657]
}

***

2.
{
  "formula": "C9H13O9PS",
  "method": "ωB97M-V with the def2-TZVPD basis set",
  "species": ["S", "P", "O", "O", "O", "O", "O", "O", "O", "O", "O", "C", "C", "C", "C", "C", "C", "C", "C", "C", "H", "H", "H", "H", "H", "H", "H", "H", "H", "H", "H", "H", "H"],
  "coordinates": [[2.1179, -3.3868, 0.9100], [-1.8951, -2.9635, -0.3718], [0.5297, 2.8794, 0.6356], [1.9662, -4.3545, -0.4877], [-2.3155, -3.0061, 1.3112], [2.3645, -4.0896, 2.2248], [3.1787, -2.3257, 0.6707], [-1.5452, 2.7503, 1.5628], [0.4850, -2.8738, 0.8732], [-2.2616, -4.2673, -1.1145], [-2.7582, -1.6620, -1.1243], [0.3320, -1.1424, -0.8029], [0.8626, -3.8485, -1.3219], [-0.9611, 4.6415, 0.1787], [0.1714, 4.6717, -0.8223], [-0.7385, 3.3245, 0.8685], [0.0843, 0.0712, 1.8812], [1.2382, 3.8548, -0.1347], [0.2181, -0.4051, 0.6490], [0.0060, -2.7352, -0.5255], [-2.3096, -2.0569, 1.6317], [-0.3577, -0.6729, -1.5938], [-0.0001, 0.0374, 3.0391], [1.8504, 4.4573, 0.5436], [-2.6109, -0.8406, -0.5884], [-0.1412, 4.1716, -1.7454], [1.8928, 3.3529, -0.8505], [-0.8775, 5.4469, 0.9126], [1.4581, -1.0922, -1.0983], [0.2663, -4.8170, -1.5551], [-1.9336, 4.6675, -0.3141], [1.1824, -3.4669, -2.3606], [0.5011, 5.6799, -1.0810]],
  "lowdin_charge": [0.846, 0.743, -0.001, -0.222, -0.166, -0.271, -0.294, 0.094, -0.291, -0.321, -0.178, -0.109, -0.120, -0.084, -0.168, -0.476, 0.097, -0.163, -0.079, -0.389, 0.082, 0.115, 0.090, 0.130, 0.074, 0.121, 0.128, 0.136, 0.128, 0.148, 0.130, 0.151, 0.120],
  "smiles": "C#CC[C@@]1(P(=O)(O)O)COS(=O)(=O)O1.O=C1CCCO1",
  "e_lumo_ev": -0.0152,
  "orbital_gap_ev": 9.867
}

***

Across the entries above, F_max takes the values 0.38; 7.49 eV Å⁻¹, respectively.